[1]
{
  "formula": "C5H9O2S",
  "method": "wB97M-V/def2-TZVPD",
  "e_above_lowest_ev": 3.852,
  "lumo_energy_ev": [3.82, 3.84],
  "total_energy_ha": -744.50174,
  "orbital_gap_ev": [5.965, 6.544],
  "charge": -1,
  "symbols": ["C", "C", "C", "C", "C", "O", "O", "S", "H", "H", "H", "H", "H", "H", "H", "H", "H"],
  "xyz": [[-0.612, -1.779, 0.336], [-1.923, -1.036, 0.122], [-0.614, -0.428, -0.310], [0.121, 2.065, -0.122], [0.031, 0.676, 0.426], [2.423, -1.046, -1.209], [3.563, 0.877, 0.008], [2.536, -0.271, 0.105], [-0.021, -1.818, 1.304], [-0.262, -2.624, -0.224], [-2.472, -1.480, -0.743], [-2.295, -0.765, 1.138], [-0.472, -0.442, -1.456], [0.668, 2.685, 0.614], [-0.873, 2.611, -0.153], [0.503, 2.085, -1.245], [-0.301, 0.690, 1.409]],
  "mulliken_charge": [-0.583, -0.622, 0.356, -1.102, -0.641, -0.574, -0.610, 0.520, 0.195, 0.231, 0.263, 0.253, 0.213, 0.303, 0.332, 0.237, 0.228]
}

=====

[2]
{
  "formula": "C5H9O3",
  "method": "wB97M-V/def2-TZVPD",
  "e_above_lowest_ev": 0.441,
  "lumo_energy_ev": 4.03,
  "total_energy_ha": -421.69103,
  "orbital_gap_ev": 8.627,
  "charge": -1,
  "symbols": ["C", "C", "C", "O", "H", "H", "H", "H", "H", "H", "O", "C", "O", "C", "H", "H", "H"],
  "xyz": [[-1.784, -2.252, 0.266], [-1.935, -0.764, 0.355], [-1.433, 0.030, -0.586], [-1.440, 1.379, -0.554], [-2.735, -2.779, 0.389], [-1.436, -2.550, -0.729], [-1.033, -2.647, 0.950], [-2.463, -0.354, 1.206], [-0.894, -0.440, -1.411], [-0.513, 1.686, -0.756], [1.851, -0.133, -1.000], [1.780, 1.036, -0.593], [1.073, 1.968, -1.077], [2.604, 1.393, 0.651], [2.933, 2.428, 0.596], [1.971, 1.277, 1.532], [3.453, 0.721, 0.761]],
  "mulliken_charge": [-1.083, 0.079, -0.389, -0.588, 0.318, 0.304, 0.250, 0.365, 0.238, 0.472, -0.675, 0.697, -0.847, -0.891, 0.289, 0.164, 0.297]
}

=====

[3]
{
  "formula": "C5H9O4S",
  "method": "wB97M-V/def2-TZVPD",
  "e_above_lowest_ev": 0.126,
  "lumo_energy_ev": 3.75,
  "total_energy_ha": -895.08935,
  "orbital_gap_ev": 8.790,
  "charge": -1,
  "symbols": ["C", "C", "C", "C", "C", "O", "O", "O", "O", "S", "H", "H", "H", "H", "H", "H", "H", "H", "H"],
  "xyz": [[0.219, -2.558, -0.258], [0.382, -1.266, -0.587], [1.868, 1.470, 0.192], [0.361, 1.269, -0.203], [-0.211, -0.167, 0.226], [-2.231, 1.144, 0.981], [-2.761, -1.046, 0.120], [-2.120, 0.691, -1.435], [-0.136, -0.382, 1.570], [-2.012, 0.150, -0.136], [0.717, -3.347, -0.767], [-0.619, -2.845, 0.444], [0.950, -0.941, -1.490], [2.306, 0.578, -0.209], [2.217, 2.343, -0.437], [2.139, 1.584, 1.307], [-0.476, 1.986, 0.095], [0.320, 1.311, -1.385], [-0.915, 0.027, 1.971]],
  "mulliken_charge": [-0.824, -0.360, -1.058, -0.761, 0.654, -0.781, -0.685, -0.647, -0.589, 1.198, 0.336, 0.217, 0.271, 0.337, 0.317, 0.230, 0.433, 0.250, 0.462]
}

=====

[4]
{
  "formula": "C5H9O5",
  "method": "wB97M-V/def2-TZVPD",
  "s2": 0.75,
  "e_above_lowest_ev": 3.245,
  "lumo_energy_ev": [-1.20, -1.13],
  "total_energy_ha": -571.83365,
  "spin_multiplicity": 2,
  "orbital_gap_ev": [5.283, 9.273],
  "charge": 0,
  "symbols": ["H", "C", "O", "C", "C", "C", "C", "O", "O", "O", "O", "H", "H", "H", "H", "H", "H", "H", "H"],
  "xyz": [[2.527, 0.817, 0.214], [0.410, -1.455, 1.775], [0.311, -1.487, 2.975], [0.345, -1.299, 0.269], [-0.068, 0.067, -0.319], [-1.415, -0.255, -1.159], [-0.446, 1.298, 0.628], [-1.325, 2.157, -0.070], [0.909, 0.410, -1.185], [2.519, 0.467, -0.650], [1.501, -1.986, -0.285], [-0.409, -2.036, -0.062], [-2.193, -0.608, -0.470], [-1.694, 0.671, -1.655], [-1.309, -0.986, -1.978], [-0.945, 0.903, 1.512], [0.573, 1.791, 0.817], [-1.512, 3.008, 0.380], [2.221, -1.479, -0.737]],
  "mulliken_charge": [0.308, -0.021, -0.438, 0.314, 1.128, -1.773, -0.530, -0.533, -0.378, -0.393, -0.562, 0.213, 0.416, 0.459, 0.439, 0.374, 0.228, 0.327, 0.422]
}

=====

Number 1 is which compound? C5H9O2S